This record from OMol25 describes a molecular structure, C53H34I4MnN7S. The level of theory is ωB97M-V/def2-TZVPD.

Geometry as XYZ:
```
100
Properties=species:S:1:pos:R:3:forces:R:3
I -7.52973 -4.31779 -4.53708 0.00 0.15 0.08
I -2.68147 9.55072 2.54664 0.17 -0.41 -0.14
I 2.18729 -1.76211 8.73820 -0.18 0.09 -0.47
I 5.16136 3.14050 -7.72416 -0.36 -0.10 0.38
Mn -1.28610 0.73673 -0.64548 -0.36 0.34 -1.17
S -3.69213 2.53050 -0.60407 0.40 -0.07 0.45
N -0.06460 -0.23352 -2.05175 -0.51 -0.16 1.10
N -3.96052 1.32593 -2.94500 -0.32 -0.13 0.00
N -0.33624 2.33489 -1.21110 -0.47 0.89 0.95
N -5.85482 2.30250 -2.08106 0.08 -0.29 -0.20
N -0.44706 -1.68452 0.78615 0.52 -0.25 0.02
N -0.85446 1.28827 1.41798 -0.52 -0.09 -1.82
N -2.62366 0.91605 -2.87527 0.42 -0.23 0.31
C -0.11640 -0.56971 2.92592 -0.75 1.31 -0.21
C -0.82599 -2.33531 -1.15831 -0.05 0.48 -0.48
C 3.74378 2.67387 -6.21232 0.40 0.11 -0.45
C -0.84485 5.60643 2.35281 0.01 -0.04 -0.17
C -2.06288 7.61580 1.93303 -0.19 0.54 0.18
C -1.19276 2.60022 1.67331 0.63 0.06 -1.20
C -2.76824 -3.74753 -0.49228 0.15 -0.15 -0.31
C 1.05523 -0.79523 -3.93470 -0.08 0.00 0.10
C 0.04701 -1.18813 6.64514 0.05 0.02 0.22
C 2.57317 3.40506 -6.12608 0.19 0.13 -0.20
C -4.67432 -3.69058 -2.01015 0.34 0.06 -0.38
C 1.64613 3.08799 -5.15259 -0.13 -0.33 0.15
C -1.21066 6.88380 2.73749 0.02 0.13 0.13
C 0.89034 -3.44743 0.82327 0.05 -0.13 -0.16
C -0.45263 -0.92043 5.38512 0.05 -0.10 -0.20
C -1.36108 -1.20650 -0.16886 -1.28 -0.23 -0.08
C -4.00815 -4.50545 -0.93092 0.29 -0.30 -0.08
C 4.00645 1.63630 -5.33426 0.23 0.13 -0.18
C 2.27566 -1.25841 5.72807 0.11 -0.06 0.20
C -2.17308 5.81912 0.37357 0.03 -0.06 0.14
C -3.70768 -2.81476 0.34845 0.04 0.32 0.25
C -6.04035 -1.76791 -1.04913 -0.04 0.16 0.15
C 3.08118 1.33327 -4.36101 -0.21 0.16 0.18
C -3.80629 -1.38804 -0.14777 0.66 0.41 0.18
C -1.34796 5.03643 1.18380 -0.18 0.28 0.06
C -1.99046 -3.13116 -1.61383 0.08 -0.14 -0.19
C 1.87730 2.04104 -4.25724 0.50 0.30 -0.61
C -1.43940 2.76601 3.06696 -0.10 -0.70 0.86
C -2.53198 7.10186 0.73814 -0.04 0.16 -0.06
C -4.54191 1.99662 -1.92506 0.32 0.16 -0.18
C 1.41016 -1.35352 6.80279 0.23 -0.13 0.60
C 0.66178 0.27011 -3.09434 0.09 0.20 -0.22
C -1.04498 3.66171 0.75847 -0.12 -0.70 0.25
C -5.10954 -0.93005 -0.57417 -0.56 0.35 -0.14
C 0.97907 -2.74632 2.04421 -0.12 0.25 0.09
C 0.42220 2.60757 -2.31854 0.75 -0.82 -1.17
C 0.39377 -0.80816 4.28430 -0.02 -0.19 0.45
C -2.65112 -0.69469 -0.16951 0.72 -1.05 0.50
C -4.90475 -3.74713 0.05663 -0.32 0.00 0.36
C -0.07743 -1.58011 -2.19453 -0.15 0.21 0.22
C -2.54156 -2.98597 -2.83706 0.54 -0.01 0.40
C -3.98092 -3.07867 -2.97173 -0.75 -0.54 0.14
C 0.59520 -1.96750 -3.34956 0.08 0.11 0.09
C -5.79950 -3.23591 -1.10031 -0.38 -0.01 -0.11
C -1.09888 1.59464 3.66726 -0.27 0.95 -0.04
C -0.00938 -2.74596 0.05627 0.01 0.46 0.20
C 1.76416 -0.98518 4.47511 -0.19 0.17 -0.05
C -0.50972 3.51852 -0.53689 0.22 -0.99 -0.05
C 0.72298 4.00108 -2.34623 -0.18 0.55 0.45
C -0.72572 0.67147 2.63821 0.92 -1.59 0.41
C 0.93094 1.65201 -3.22327 -0.87 0.42 1.24
C 0.14809 -1.60574 2.00055 0.25 -0.34 -0.03
C 0.12530 4.56656 -1.25833 0.37 0.09 -0.68
H -5.29315 0.13426 -0.52271 -0.06 0.01 -0.01
H 0.71596 3.63580 -5.10436 -0.06 0.01 0.00
H -6.99435 -1.39357 -1.39053 -0.10 0.09 -0.08
H 2.38506 4.21461 -6.81604 -0.03 0.02 -0.04
H 1.33934 4.50209 -3.06580 0.14 0.05 -0.09
H 1.42603 -4.33703 0.55100 0.06 -0.12 0.01
H -0.82769 7.30038 3.65746 0.02 0.05 0.03
H -3.42557 -2.79635 1.40491 -0.03 0.01 -0.11
H 3.33683 -1.39994 5.86827 0.07 0.03 0.00
H -1.51683 -0.81716 5.24146 -0.14 -0.01 -0.01
H -2.02486 1.48998 -3.47290 -0.24 -0.09 0.14
H 1.58684 -0.70682 -4.86292 0.10 0.02 -0.11
H -2.53486 -0.06116 -3.15133 -0.12 0.10 0.11
H 1.59473 -3.02923 2.87619 0.07 -0.04 0.12
H -2.54716 5.39774 -0.54655 -0.09 -0.06 -0.10
H 0.17388 5.59190 -0.94640 0.03 0.16 0.02
H -1.10474 1.39692 4.71950 0.02 -0.03 0.18
H -0.14735 5.05046 2.96102 0.04 -0.05 0.05
H -6.42459 1.75068 -2.70531 -0.02 0.05 0.00
H -0.61723 -1.26958 7.49401 -0.02 -0.02 0.00
H -1.97652 -2.53767 -3.64390 0.11 0.07 0.00
H -1.81080 3.65052 3.54359 -0.03 0.13 0.08
H -4.45748 -2.45852 -3.71679 -0.18 0.20 0.02
H -3.17275 7.69073 0.09783 -0.06 0.01 0.01
H 0.72277 -2.97813 -3.69086 0.00 -0.12 -0.11
H 2.42740 -0.88899 3.62818 0.07 -0.01 -0.04
H -6.31066 2.68917 -1.27080 0.06 -0.05 -0.04
H -5.39238 -4.19190 0.92212 -0.02 -0.03 -0.02
H -2.10461 -4.32421 0.15311 0.00 -0.02 0.01
H -6.72162 -3.80803 -1.19354 -0.02 -0.04 -0.08
H 4.92916 1.07916 -5.39721 0.06 -0.02 -0.02
H -3.98257 -5.58416 -1.04607 -0.06 -0.12 -0.06
H -4.55157 0.94041 -3.67232 0.23 -0.01 0.04
H 3.29085 0.54782 -3.65004 0.00 -0.03 0.01
```
Forces are in eV/Å.

Output
total charge: -1
HOMO-LUMO gap (spin up / spin down): 4.4 / 4.4 eV
multiplicity: 2
highest occupied orbital energy (spin up / spin down): -4.0 / -4.0 eV
LUMO (spin up / spin down): 0.45 / 0.46 eV
relative energy (zero: lowest compared OMol25 entry of this formula, charge and spin): 332.7 kJ/mol
total energy: -5163.20487 hartree

---

This record from OMol25 describes a molecular structure, C53H37Cl2F8N2O6PS2V. The level of theory is ωB97M-V/def2-TZVPD.

Geometry as XYZ:
```
112
Properties=species:S:1:pos:R:3:forces:R:3
V 0.79526 -0.68137 0.18645 -0.34 1.15 -0.53
Cl 2.77335 3.04513 -0.48544 0.01 -0.02 -0.05
Cl 3.92220 0.33323 -0.57501 0.04 0.08 -0.28
S -0.68265 2.17019 1.61737 0.00 0.07 -0.02
S 0.87485 1.17014 -2.77167 -0.09 0.20 0.27
P -2.47163 1.81938 -1.25669 0.05 0.06 0.19
F 2.18006 -4.87530 -3.12529 -0.02 0.00 -0.02
F -1.15285 -3.02425 -0.04686 0.07 0.07 0.03
F 5.07486 -4.18427 0.52197 0.01 -0.01 0.01
F -1.85290 -1.31136 -1.18147 0.06 -0.03 0.14
F 3.59297 -2.16085 1.34730 -0.06 0.03 -0.01
F 0.66311 -2.86182 -2.33976 0.00 0.07 0.04
F -1.98241 -1.31540 0.99008 0.05 0.01 -0.07
F 4.40321 -5.58899 -1.72205 0.02 -0.01 0.00
O -0.21459 1.78113 2.92842 -0.07 0.09 0.05
O -0.64950 3.59541 1.33766 0.04 -0.03 -0.01
O -0.11157 1.37943 0.51869 0.18 -0.40 -0.25
O 2.51253 0.67514 2.09237 0.00 -0.10 0.02
O 0.76005 -0.02561 -1.89935 0.12 -0.06 -0.04
O -0.13059 -2.88733 3.07058 0.01 -0.06 -0.06
N 0.99894 -1.05841 2.18128 0.18 -0.11 1.30
N 2.21212 -0.52575 4.03230 -0.14 0.13 0.08
C -3.02769 1.66941 2.85166 -0.01 -0.10 -0.05
C 4.63903 -3.73334 5.53522 0.00 -0.01 -0.03
C -2.07472 6.41939 -1.73168 0.02 -0.01 -0.01
C -2.82011 5.91839 -0.67354 -0.01 -0.03 0.00
C 3.14390 -2.80038 0.23057 0.10 -0.02 0.14
C 3.08408 1.93545 -4.22124 0.12 0.02 -0.04
C -5.43445 2.06098 -4.15372 0.02 0.03 0.01
C 3.64251 -2.77823 5.42026 0.00 0.01 0.05
C -4.38418 1.42749 2.98600 -0.02 -0.01 -0.04
C -1.14431 -0.22732 -3.94379 -0.03 -0.01 -0.15
C 4.63352 -4.84156 4.69657 -0.01 0.02 0.01
C -1.60743 4.17139 -2.43407 0.04 -0.04 -0.01
C -0.84709 -1.62236 7.92677 0.01 -0.02 -0.01
C 2.63027 -2.90217 4.47013 -0.04 0.00 0.06
C 4.08051 1.97618 0.04797 0.06 0.02 0.12
C -2.96628 4.54927 -0.50284 -0.04 0.02 0.00
C 4.21831 1.68572 -4.98754 -0.05 0.00 0.03
C -0.42426 1.75546 -5.14232 -0.05 0.01 0.00
C -3.94575 1.49870 -2.32451 0.05 -0.01 -0.10
C 1.94232 -0.21617 2.70897 0.16 -0.03 -0.09
C 1.73349 -3.13563 -1.54323 -0.11 -0.05 -0.15
C -4.57958 1.42416 0.59769 -0.11 0.01 0.00
C -0.58113 -2.83894 7.30869 -0.02 0.00 0.01
C 3.63375 -4.56239 -1.30092 -0.01 0.03 0.02
C -5.16529 1.30455 1.84843 0.07 0.02 0.04
C 1.98824 -2.37783 -0.40988 0.64 -0.61 -0.33
C -2.43825 1.77514 1.59633 0.03 -0.05 0.23
C -3.21204 1.64890 0.43719 -0.03 0.13 -0.16
C -5.99423 0.79506 -4.11684 0.02 -0.04 -0.03
C 3.96205 -3.84959 -0.16594 -0.09 0.01 -0.03
C 1.59124 -1.78195 4.37302 0.06 -0.07 -0.02
C 3.62371 -4.97899 3.75772 0.00 -0.01 -0.01
C -0.32952 -0.45641 7.38384 0.01 -0.01 -0.03
C 2.50255 -4.19415 -2.00227 0.02 0.01 0.07
C -2.08394 -0.46434 -4.94211 0.00 -0.03 0.08
C 0.68164 -1.98498 3.11471 -0.08 0.06 -0.08
C 4.58254 0.37859 -5.27383 0.03 0.02 -0.03
C -1.07989 -1.64640 -0.01090 -0.92 -0.35 -0.15
C -1.36860 1.50838 -6.12448 -0.01 0.00 0.00
C -1.46596 5.53965 -2.61637 -0.02 0.01 0.03
C 2.68926 -0.44659 -4.04082 0.06 -0.02 0.01
C -4.42455 2.41019 -3.26305 -0.07 0.05 0.07
C 0.45812 -0.50558 6.23955 -0.06 0.04 -0.02
C -4.50727 0.21429 -2.31287 0.10 -0.01 -0.04
C 0.74452 -1.72171 5.63216 0.02 0.09 -0.01
C 3.82436 -0.68583 -4.79663 -0.02 -0.01 0.03
C 2.62279 -4.02090 3.64687 0.04 0.03 -0.07
C -2.19444 0.39329 -6.02466 -0.03 0.05 -0.04
C -5.52695 -0.12619 -3.18592 0.02 -0.01 -0.02
C -2.36868 3.65607 -1.38614 -0.03 -0.01 -0.05
C -0.32327 0.87812 -4.07242 0.06 -0.13 -0.03
C 2.33142 0.86667 -3.77495 -0.10 -0.07 0.01
C 0.20771 -2.88865 6.17100 0.02 -0.02 -0.02
H 4.02615 1.90486 1.12785 -0.05 0.01 -0.02
H 1.84207 -4.13406 2.90592 0.00 -0.01 0.01
H -5.78524 2.79140 -4.87403 0.00 0.00 0.00
H -4.02132 3.41491 -3.29242 0.03 -0.02 -0.02
H 5.41608 -5.58715 4.77077 0.00 0.00 0.00
H 4.12485 -1.70581 -5.00050 0.00 0.00 -0.01
H 3.10874 -0.25243 4.39685 0.05 -0.06 -0.06
H -1.46251 2.18609 -6.96402 -0.01 0.00 -0.01
H 4.82406 2.51142 -5.33967 0.01 0.00 0.00
H -0.86578 5.91629 -3.43648 0.00 0.00 0.00
H -0.54784 0.50143 7.84105 0.00 0.00 0.00
H 0.22495 2.62173 -5.21085 0.02 -0.01 0.01
H -1.95080 7.48910 -1.85331 -0.01 0.00 -0.01
H 5.42086 -3.61261 6.27603 0.00 0.00 0.00
H -1.46288 -1.58484 8.81782 -0.01 0.00 0.00
H 5.01590 2.38806 -0.31280 0.02 -0.01 0.02
H 5.47274 0.18470 -5.86008 0.00 0.00 0.01
H -0.99824 -3.75457 7.71133 0.00 0.00 0.00
H 0.82869 0.40322 5.78345 0.01 0.01 0.01
H 2.80996 2.94703 -3.94623 -0.02 0.00 0.00
H -4.13462 -0.52237 -1.61147 0.08 -0.03 0.02
H -2.93617 0.20403 -6.79110 -0.01 0.00 0.01
H -2.38622 1.75037 3.71802 0.01 0.00 0.00
H -3.52898 4.17138 0.34105 0.00 0.00 0.00
H 3.64431 -1.92116 6.08690 -0.01 0.00 0.00
H 3.61749 -5.83029 3.08802 0.00 0.00 0.00
H -3.28011 6.59608 0.03566 0.01 0.01 0.00
H -5.21723 1.34094 -0.27117 0.02 0.01 0.03
H 2.09526 -1.25572 -3.63022 -0.01 0.02 -0.01
H -2.73763 -1.32256 -4.85482 -0.02 0.01 0.00
H -6.22908 1.11168 1.92342 0.00 0.01 0.01
H 0.39949 -3.83296 5.67810 0.01 0.00 0.01
H -6.77852 0.52190 -4.81325 -0.01 0.00 0.02
H -1.05420 -0.86861 -3.07394 0.00 0.03 -0.03
H -5.94801 -1.12392 -3.14719 0.00 0.00 0.00
H -4.82201 1.32532 3.97187 0.00 0.00 0.00
H -1.11099 3.48636 -3.11329 -0.03 0.01 0.02
```
Forces are in eV/Å.

Output
total charge: -2
HOMO-LUMO gap (spin up / spin down): 4.9 / 7.3 eV
multiplicity: 4
highest occupied orbital energy (spin up / spin down): -1.1 / -3.5 eV
LUMO (spin up / spin down): 3.79 / 3.79 eV
relative energy (zero: lowest compared OMol25 entry of this formula, charge and spin): 33.9 kJ/mol
total energy: -6404.03163 hartree

---

Which of these has the lowest relative energy (zero: lowest compared OMol25 entry of this formula, charge and spin)?
C53H37Cl2F8N2O6PS2V

---

relative energy (zero: lowest compared OMol25 entry of this formula, charge and spin) of number 2 (C53H37Cl2F8N2O6PS2V)?
33.9 kJ/mol

---

Among the records above, which one has the lowest total energy?
C53H37Cl2F8N2O6PS2V

---

The lowest total energy belongs to which entry?
C53H37Cl2F8N2O6PS2V